(1)
C20H22N4OS2 in the gas phase in a non-equilibrium geometry. Source: OMol25; level of theory: the ωB97M-V functional and the def2-TZVPD basis.

Values from the calculation:
E_LUMO in eV: 0.454
SMILES: C=CCn1c(C)cc(C(=O)CSc2nnc(NCc3ccccc3)s2)c1C
Relative energy (zero: lowest compared OMol25 entry of this formula, charge and spin) in kJ/mol: 284.7
Electronic energy in Eh: -1865.93191
Gap between HOMO and LUMO in eV: 8.3
E_HOMO in Ha: -0.2878

Structure (ORCA input):
```
! RIJCOSX wB97M-V def2-TZVPD def2/J DEFGRID3
* xyz 0 1
C 0.0779 1.5758 -0.0956
C 0.5266 2.3929 0.8375
C 0.3623 2.1887 2.3217
N -0.2891 0.9502 2.6445
C 0.3308 -0.2528 2.6910
C -0.6428 -1.2308 2.8755
C -1.8932 -0.5515 2.9473
C -1.6465 0.7802 2.8002
C -2.5984 1.9221 2.7872
H -3.6106 1.5426 2.8918
H -2.5307 2.4745 1.8497
H -2.4029 2.6114 3.6101
H -2.8528 -0.9974 3.1122
C -0.3892 -2.6506 2.8851
O 0.6897 -3.1596 3.1267
C -1.5593 -3.5725 2.5500
H -2.2115 -3.6596 3.4207
H -1.1642 -4.5594 2.3019
S -2.6782 -3.0300 1.2143
C -1.6035 -2.6074 -0.0760
N -2.0440 -2.1611 -1.1933
N -1.1026 -1.8877 -2.0899
C 0.0969 -2.1251 -1.6777
N 1.2150 -2.0201 -2.4212
H 2.0863 -1.9374 -1.9211
C 1.1560 -1.4353 -3.7496
C 1.1253 0.0721 -3.7162
C 2.3033 0.7978 -3.5894
C 2.2735 2.1804 -3.5350
C 1.0635 2.8501 -3.6064
C -0.1157 2.1319 -3.7229
C -0.0864 0.7486 -3.7741
H -1.0030 0.1840 -3.8478
H -1.0616 2.6508 -3.7720
H 1.0396 3.9293 -3.5687
H 3.1953 2.7357 -3.4408
H 3.2509 0.2787 -3.5425
H 2.0316 -1.7900 -4.2998
H 0.2478 -1.8165 -4.2195
S 0.1692 -2.7428 -0.0172
C 1.7939 -0.4109 2.5062
H 2.1245 0.0729 1.5864
H 2.3391 0.0275 3.3432
H 2.0314 -1.4703 2.4673
H -0.2191 3.0184 2.7362
H 1.3493 2.2089 2.7974
H 1.0629 3.2946 0.5742
H 0.2271 1.7739 -1.1421
H -0.4644 0.6749 0.1407
*
```



(2)
2 unconnected molecules or ions with the total composition C2H4N2S3 in a non-equilibrium geometry. Source: OMol25; level of theory: the ωB97M-V functional and the def2-TZVPD basis.

Values from the calculation:
E_LUMO in eV: 0.317
SMILES: S=C=NS.NC=S
Relative energy (zero: lowest compared OMol25 entry of this formula, charge and spin) in kJ/mol: 72.5
Electronic energy in Eh: -1382.64446
Gap between HOMO and LUMO in eV: 8.7
E_HOMO in Ha: -0.3091

Structure (ORCA input):
```
! RIJCOSX wB97M-V def2-TZVPD def2/J DEFGRID3
* xyz 0 1
C -0.9477 -0.2638 0.2888
C 2.3033 0.9674 0.0370
N -1.5907 0.5239 -0.5760
N 2.9476 -0.0191 0.2433
S 4.2879 -0.8790 -0.1785
S 1.3415 2.1876 -0.0321
S -0.3653 -1.7409 -0.0688
H -0.8573 0.1429 1.2910
H -1.8209 1.4770 -0.3481
H -1.6705 0.2271 -1.5350
H 3.9718 -1.9287 0.5974
*
```



(3)
A molecular structure, C50H50AsClIrN3O3SeTe in a non-equilibrium geometry. Source: OMol25; level of theory: the ωB97M-V functional and the def2-TZVPD basis.

Values from the calculation:
E_LUMO (alpha / beta) in eV: -4.629 / -7.493
⟨S²⟩: 6.03
Relative energy (zero: lowest compared OMol25 entry of this formula, charge and spin) in kJ/mol: 0.0
Electronic energy in Eh: -7794.52855
Gap between HOMO and LUMO (alpha / beta) in eV: 8.4 / 5.6
E_HOMO (alpha / beta) in Ha: -0.4789 / -0.4798

Structure (ORCA input):
```
! RIJCOSX wB97M-V def2-TZVPD def2/J DEFGRID3
* xyz 2 5
Ir -0.2592 0.0092 -0.7185
C -0.4478 4.3004 -3.7784
N -1.0334 3.0703 -4.3195
C -1.3186 2.8648 -5.6531
C -1.8259 1.6194 -5.7570
N -1.8460 1.0820 -4.4852
C -2.4041 -0.2376 -4.1767
C -1.3602 1.9726 -3.6208
Se -1.2184 1.9797 -1.7267
H -0.2806 4.9762 -4.6114
H 0.4988 4.0739 -3.2892
H -1.1321 4.7575 -3.0671
H -1.1375 3.6176 -6.3975
H -2.1802 1.0688 -6.6088
H -3.4867 -0.1945 -4.2861
H -2.1533 -0.5107 -3.1559
H -1.9855 -0.9567 -4.8731
Cl -7.2604 -4.5032 1.3439
C -5.8588 -3.5991 0.8948
C -5.8809 -2.8411 -0.2658
C -4.7528 -2.1230 -0.6266
C -3.6274 -2.1373 0.1867
C -3.6216 -2.8966 1.3493
C -4.7305 -3.6466 1.7013
C -2.4420 -1.3294 -0.1766
O -1.9605 -1.3747 -1.3387
O -1.8887 -0.5794 0.6914
H -6.7725 -2.8191 -0.8754
H -4.7528 -1.5406 -1.5383
H -2.7391 -2.9141 1.9745
H -4.7304 -4.2656 2.5870
C 5.7036 -2.1776 -1.5112
C 4.7256 -2.7864 -2.2856
C 3.4948 -2.1727 -2.4668
C 3.2548 -0.9371 -1.8760
C 4.2413 -0.3118 -1.1224
C 5.4642 -0.9394 -0.9335
As 1.6026 -0.0158 -2.2333
C 1.1854 -0.4459 -4.0448
C 0.6305 -1.6178 -4.5305
C 0.4679 -1.7515 -5.9045
C 0.8503 -0.7181 -6.7544
C 1.4037 0.4536 -6.2522
C 1.5807 0.5993 -4.8825
C 2.1467 1.7922 -4.1953
C 2.6375 2.9306 -4.8245
C 3.1343 3.9785 -4.0625
C 3.1409 3.9072 -2.6726
C 2.6587 2.7711 -2.0355
C 2.1760 1.7228 -2.7999
H 6.6579 -2.6650 -1.3659
H 4.9194 -3.7417 -2.7538
H 2.7349 -2.6616 -3.0601
H 4.0897 0.6738 -0.7064
H 6.2331 -0.4519 -0.3498
H 0.3438 -2.4145 -3.8537
H 0.0502 -2.6620 -6.3124
H 0.7227 -0.8294 -7.8228
H 1.7076 1.2376 -6.9337
H 2.6483 3.0014 -5.9044
H 3.5217 4.8597 -4.5559
H 3.5330 4.7289 -2.0888
H 2.6642 2.7210 -0.9552
C 1.2883 -3.7524 0.8338
C 0.9295 -2.6810 -0.1569
O 0.8707 -2.8830 -1.3463
N 0.6816 -1.3792 0.3096
Te 0.1471 -1.1135 2.8711
C -0.1470 -1.2045 4.9245
C 0.4886 -0.2830 5.7695
C 1.4034 0.8115 5.2860
C 0.2597 -0.4183 7.1305
C -0.5458 -1.4247 7.6559
C -0.7826 -1.5303 9.1348
C -1.1316 -2.3344 6.7806
C -0.9478 -2.2538 5.4095
C -1.6591 -3.2467 4.5277
C -0.0936 0.9187 2.5104
C 0.9347 1.6082 1.8684
C 2.3576 1.1255 1.8019
C 0.6649 2.9006 1.4256
C -0.5583 3.5134 1.6546
C -0.8162 4.9264 1.2106
C -1.5302 2.8017 2.3537
C -1.3341 1.4983 2.7842
C -2.4405 0.7864 3.5143
H 1.8059 -4.5508 0.3087
H 0.3744 -4.1664 1.2671
H 1.9151 -3.3744 1.6405
H 2.1059 0.4557 4.5295
H 1.9881 1.1979 6.1175
H 0.8417 1.6446 4.8570
H 0.7458 0.2743 7.8077
H -0.0251 -0.9914 9.6999
H -0.7867 -2.5701 9.4582
H -1.7549 -1.1057 9.3918
H -1.7474 -3.1327 7.1784
H -1.9042 -4.1457 5.0893
H -1.0591 -3.5642 3.6699
H -2.5920 -2.8282 4.1448
H 2.4967 0.0967 2.1402
H 2.9784 1.7649 2.4317
H 2.7477 1.1794 0.7876
H 1.4485 3.4514 0.9185
H 0.0215 5.3256 0.6416
H -0.9775 5.5739 2.0731
H -1.7151 4.9817 0.5950
H -2.4850 3.2735 2.5562
H -3.3864 1.2937 3.3419
H -2.2505 0.7764 4.5911
H -2.5617 -0.2466 3.1771
*
```



(4)
A molecular structure, C31H29N4O10ReS in a non-equilibrium geometry. Source: OMol25; level of theory: the ωB97M-V functional and the def2-TZVPD basis.

Values from the calculation:
E_LUMO (alpha / beta) in eV: -0.641 / -0.145
⟨S²⟩: 0.78
Electronic energy in Eh: -2646.74218
Gap between HOMO and LUMO (alpha / beta) in eV: 4.7 / 5.2
E_HOMO (alpha / beta) in Ha: -0.1979 / -0.1979

Structure (ORCA input):
```
! RIJCOSX wB97M-V def2-TZVPD def2/J DEFGRID3
* xyz -1 2
Re -0.9458 0.0223 -0.3328
C 2.4911 -2.3573 -1.8703
O 1.7211 -3.2782 -2.6054
C 0.4272 -3.5356 -2.2457
C -0.1353 -4.6188 -2.9011
C -1.4382 -5.0293 -2.6542
C -2.1909 -4.3526 -1.7277
C -1.6799 -3.2218 -1.0809
C -2.4882 -2.5833 -0.0976
N -2.2566 -1.3959 0.3728
N -2.8778 -1.0276 1.5042
C -2.1978 -0.1167 2.1614
O -1.0465 0.2852 1.7558
C -2.7352 0.3807 3.4317
C -1.8985 1.0342 4.3319
C -2.4117 1.5530 5.5052
C -3.7640 1.4334 5.7831
C -4.5968 0.7700 4.8949
C -4.0898 0.2387 3.7248
C -0.3412 -2.7683 -1.3232
O 0.1798 -1.7446 -0.6974
H 3.5048 -2.4684 -2.2574
H 2.1398 -1.3328 -2.0212
H 2.4820 -2.5976 -0.8038
H 0.4849 -5.1357 -3.6174
H -1.8401 -5.8818 -3.1798
H -3.2076 -4.6510 -1.5177
H -3.3078 -3.1492 0.3368
H -0.8476 1.1356 4.1048
H -1.7554 2.0566 6.1991
H -4.1687 1.8547 6.6926
H -5.6509 0.6735 5.1124
H -4.7294 -0.2658 3.0182
N 0.5087 1.7391 -0.5062
C 0.0198 2.9789 0.1129
C -1.2193 3.5041 -0.6055
C -2.5175 2.7320 -0.2432
O -3.5279 3.3648 -0.0029
O -2.4446 1.4620 -0.2353
H 1.3803 1.4443 -0.0495
H 0.7123 1.9117 -1.4908
H 0.8097 3.7432 0.0934
H -0.2228 2.7682 1.1593
H -1.1033 3.4126 -1.6894
H -1.3883 4.5528 -0.3601
N 2.6375 0.0353 0.5512
C 3.1947 0.4798 1.7544
C 4.5783 0.5624 1.9027
C 5.1152 1.0989 3.0595
C 4.2731 1.5403 4.0517
C 2.9049 1.4592 3.9346
C 2.3610 0.9218 2.7817
S 5.0254 2.3109 5.5176
O 3.9655 2.3264 6.5116
O 5.3964 3.6192 4.9913
O 6.1478 1.4395 5.8301
H 1.7956 -0.5200 0.6488
H 3.3115 -0.4096 -0.0555
H 5.2254 0.1975 1.1148
H 6.1787 1.1647 3.2141
H 2.2857 1.8057 4.7458
H 1.2920 0.8235 2.6606
O -2.2380 -1.3247 -3.1004
C -1.3476 -0.5230 -3.3308
O -0.7548 0.1970 -2.4465
C -0.8367 -0.2979 -4.7299
C 0.4048 0.2898 -4.9405
C 0.8748 0.4854 -6.2255
C 0.1020 0.1026 -7.3099
C -1.1370 -0.4826 -7.1051
C -1.6037 -0.6887 -5.8205
H 1.0001 0.5836 -4.0883
H 1.8439 0.9358 -6.3894
H 0.4661 0.2589 -8.3153
H -1.7391 -0.7807 -7.9520
H -2.5615 -1.1510 -5.6363
*
```



(5)
A molecular structure, C4H4HgLiO5 in a non-equilibrium geometry. Source: OMol25; level of theory: the ωB97M-V functional and the def2-TZVPD basis.

Values from the calculation:
E_LUMO (alpha / beta) in eV: -0.615 / 0.004
⟨S²⟩: 0.75
Relative energy (zero: lowest compared OMol25 entry of this formula, charge and spin) in kJ/mol: 276.6
Electronic energy in Eh: -691.88594
Gap between HOMO and LUMO (alpha / beta) in eV: 4.0 / 8.2
E_HOMO (alpha / beta) in Ha: -0.1681 / -0.3003

Structure (ORCA input):
```
! RIJCOSX wB97M-V def2-TZVPD def2/J DEFGRID3
* xyz 0 2
O 0.8732 0.9169 -1.0004
C 0.3677 0.4691 0.1450
C -0.1302 1.0519 -1.9708
O 1.1617 -0.0603 1.1728
O -0.9381 0.2563 0.0182
C -1.4058 0.7756 -1.2010
H 0.0202 0.3295 -2.7744
H -0.1348 2.0589 -2.3896
H -2.0264 0.0443 -1.7198
H -1.9904 1.6794 -1.0265
O 1.3141 -2.4750 3.3594
C 1.2566 -2.5144 2.1994
O 0.9967 -3.3078 1.2120
Li 2.5183 1.2111 1.7133
Hg -1.8830 -0.4355 2.2624
*
```